Record 1
13
Properties=species:S:1:pos:R:3:forces:R:3:nbo_charge:R:1 method="wB97M-V/def2-TZVPD" gap_ev="6.353 / 6.768" total_charge=+2 energy_ha=-320.1038 relative_energy_kj_mol=972.4 lumo_ev="-11.660 / -11.673"
C -0.472556 0.314688 -0.818727 -1.78 -0.59 1.27 0.21
O -1.161526 -0.165605 -1.824971 -0.47 -0.39 -2.09 -0.67
H -0.680613 1.392960 -0.761633 0.33 -0.11 0.56 0.24
H -0.750508 -0.909439 -2.294943 -0.20 -0.41 -0.17 0.55
C 1.287123 0.851268 0.317660 3.73 1.32 -0.15 -0.03
C 0.896659 -0.426163 0.726435 2.67 1.95 0.09 -0.21
C -0.580869 -0.498175 0.432825 4.13 -3.40 0.29 -0.09
O -1.766534 -0.322779 0.963511 5.18 1.03 7.70 -1.07
Be -2.727874 -0.363329 0.213142 -9.33 -0.32 -5.94 1.84
H 1.795983 1.486039 1.047251 -1.20 0.69 0.82 0.28
H 1.544197 1.297724 -0.644246 0.18 -0.74 -0.23 0.26
H 1.571457 -1.269819 0.558339 -0.24 -0.04 0.51 0.29
H -0.128558 -1.620762 0.928714 -3.00 1.01 -2.66 0.39

Record 2
20
Properties=species:S:1:pos:R:3:forces:R:3:nbo_charge:R:1 method="wB97M-V/def2-TZVPD" smiles=CC(N)(N)O.CN gap_ev=10.308 energy_ha=-361.5904 relative_energy_kj_mol=89.4 lumo_ev=0.892
C 1.425642 -0.373435 -1.014840 0.17 0.21 0.37 -0.64
C 1.398350 0.589138 0.168125 -1.38 0.71 -0.27 0.52
N 2.496004 1.521304 0.090972 0.11 -0.06 -0.16 -0.85
N 0.081656 1.319522 0.363613 0.55 0.32 -1.02 -0.92
O 1.427848 -0.103428 1.368735 -1.42 1.64 1.97 -0.74
H 0.646922 -1.120360 -0.891713 -0.13 0.03 -0.04 0.21
H 2.386168 -0.880714 -1.016516 0.10 -0.05 -0.09 0.23
H 1.293911 0.162122 -1.953598 -0.02 -0.03 -0.06 0.20
H 2.522321 2.015427 -0.792651 -0.02 -0.02 0.02 0.35
H 2.448924 2.193951 0.848023 -0.04 -0.05 -0.03 0.37
H -0.011788 2.088792 -0.294418 0.04 0.02 0.07 0.35
H -0.715116 0.704330 0.183693 0.15 -0.11 -0.11 0.40
H 0.781395 0.601329 1.848267 1.98 -2.53 -0.67 0.49
C -2.256240 -1.522040 0.660695 -0.06 -0.02 0.04 -0.42
N -2.173059 -0.619901 -0.487529 -0.18 -0.03 -0.16 -0.85
H -2.913919 -2.386791 0.505329 0.11 0.05 0.05 0.17
H -1.252125 -1.869237 0.905744 -0.05 -0.06 0.05 0.20
H -2.628838 -0.960183 1.517202 0.03 -0.05 0.03 0.20
H -3.086093 -0.230436 -0.697600 0.09 -0.05 -0.02 0.36
H -1.871963 -1.129389 -1.311534 -0.04 0.09 0.03 0.36